ORCA calculation (the ωB97M-V functional and the def2-TZVPD basis) on the molecule C5H9N in a non-equilibrium geometry.

lowest unoccupied orbital energy: 1.06 eV
molar mass: 83.13 g/mol
F_max: 5.144 eV/A
relative energy (zero: lowest compared OMol25 entry of this formula, charge and spin): 68.3 kcal/mol
SMILES: C=C/C=C/CN
DFT total energy: -6818.03196 eV
gap between HOMO and LUMO: 10.0 eV

Geometry as XYZ:
```
15
Properties=species:S:1:pos:R:3:forces:R:3:lowdin_charge:R:1
C 0.1581 2.0313 1.3847 -0.5 3.1 2.7 -0.04
C -0.3547 2.0479 0.1729 -0.4 0.3 -2.4 -0.24
C -0.6488 0.7873 -0.5224 2.8 0.1 1.9 -0.13
C 0.2838 -0.1737 -0.4777 1.9 0.6 -0.8 -0.13
C 0.3018 -1.5841 -0.9939 4.2 1.3 2.7 -0.28
N 0.3128 -2.3125 0.3040 -2.4 0.6 0.4 -0.03
H 0.4251 3.1127 1.8169 -0.4 -2.7 -0.5 0.09
H -0.0568 1.1842 2.1135 1.0 1.0 -1.3 0.09
H -0.5844 2.9353 -0.5447 0.9 -1.0 1.8 0.13
H -1.5752 0.8541 -0.9416 -2.4 -1.0 -1.6 0.07
H 1.3393 0.0417 -0.0597 -2.1 0.1 -0.3 0.14
H -0.5169 -1.8067 -1.5156 -3.0 -1.0 -2.7 0.05
H 1.3125 -1.7797 -1.5192 -1.8 0.2 0.5 0.14
H -0.6692 -2.0488 0.7087 2.4 -1.0 -0.6 0.11
H 0.2724 -3.2890 0.0741 -0.1 -0.7 0.2 0.04
```
Forces are in eV/Å.